Entry 1:
{
  "formula": "C26H40BrNO10P",
  "method": "ωB97M-V with the def2-TZVPD basis set",
  "elements": ["C", "C", "C", "C", "C", "C", "C", "O", "O", "C", "C", "C", "O", "C", "C", "C", "O", "Br", "C", "N", "C", "C", "C", "C", "O", "C", "C", "O", "H", "H", "H", "H", "H", "H", "H", "H", "H", "H", "H", "H", "H", "H", "H", "H", "H", "H", "H", "H", "H", "H", "H", "H", "H", "O", "P", "O", "C", "C", "O", "C", "C", "O", "C", "C", "H", "H", "H", "H", "H", "H", "H", "H", "H", "H", "H", "H", "H", "H", "H"],
  "positions_angstrom": [[-0.89, 0.27, -3.73], [-2.02, -0.57, -3.76], [-3.36, -1.48, -3.37], [-3.77, -1.33, -1.79], [-2.64, -1.90, -0.70], [-2.90, -1.81, 0.92], [-1.69, -2.36, 1.93], [-1.49, -3.66, 2.19], [-0.86, -1.26, 2.53], [0.44, -1.16, 1.86], [0.44, -0.34, 0.44], [-0.24, 1.15, 0.50], [-1.71, 1.16, 0.58], [-4.33, -1.19, 1.43], [-4.62, -1.15, 3.04], [-4.61, 0.35, 3.71], [-4.17, 1.48, 3.13], [-5.28, 0.52, 5.62], [-5.38, -0.66, 0.25], [-5.06, -0.73, -1.25], [-6.10, -0.16, -2.18], [-6.45, 1.39, -1.63], [-5.11, 2.31, -1.42], [-5.16, 3.25, -0.04], [-4.30, 4.45, -0.25], [-3.71, 4.89, 1.04], [-2.08, 4.79, 1.37], [-4.45, 5.45, 2.04], [-0.16, 1.19, -3.99], [-3.00, -2.61, -3.51], [-4.24, -1.33, -4.13], [-1.62, -2.37, -1.08], [1.19, -0.67, 2.62], [0.80, -2.26, 1.62], [1.58, -0.17, 0.15], [-0.02, -0.95, -0.48], [0.03, 1.68, -0.54], [0.21, 1.86, 1.33], [-2.04, 0.85, 1.48], [-5.67, -1.64, 3.27], [-3.83, -1.81, 3.63], [-6.41, -0.21, 0.66], [-7.10, -0.80, -2.16], [-5.76, -0.02, -3.29], [-7.07, 1.90, -2.52], [-7.17, 1.35, -0.71], [-5.03, 3.09, -2.31], [-4.10, 1.73, -1.37], [-6.25, 3.64, 0.21], [-4.70, 2.68, 0.87], [-1.46, 5.10, 0.41], [-1.75, 3.71, 1.70], [-1.79, 5.51, 2.28], [7.39, -1.43, 1.38], [6.24, -1.71, 0.38], [6.62, -0.41, -0.59], [7.97, -0.14, -0.95], [8.45, -1.02, -2.09], [5.05, -0.97, 1.26], [5.21, -0.70, 2.64], [5.84, 0.66, 2.87], [4.97, -2.03, -0.75], [5.19, -2.22, -2.13], [5.79, -3.58, -2.42], [8.64, -0.22, -0.10], [8.01, 0.91, -1.28], [8.37, -2.08, -1.82], [9.50, -0.81, -2.33], [7.86, -0.86, -2.99], [5.78, -1.50, 3.13], [4.21, -0.71, 3.10], [6.78, 0.78, 2.32], [6.04, 0.83, 3.93], [5.17, 1.45, 2.51], [5.78, -1.41, -2.55], [4.21, -2.16, -2.62], [6.70, -3.75, -1.84], [6.01, -3.68, -3.48], [5.09, -4.37, -2.14]],
  "orbital_gap_ev": 6.6,
  "e_tot_ha": -4736.22818,
  "total_charge": 1
}

=====

Entry 2:
{
  "formula": "C26H40Cl2LiN5O6SSe",
  "method": "ωB97M-V with the def2-TZVPD basis set",
  "elements": ["Li", "C", "C", "S", "O", "O", "C", "C", "N", "C", "N", "C", "C", "N", "O", "O", "C", "H", "H", "H", "H", "H", "H", "H", "H", "H", "H", "H", "H", "H", "C", "O", "C", "O", "H", "H", "H", "Cl", "C", "Cl", "H", "H", "C", "C", "C", "C", "N", "C", "Se", "N", "C", "C", "C", "C", "C", "C", "C", "C", "C", "C", "H", "H", "H", "H", "H", "H", "H", "H", "H", "H", "H", "H", "H", "H", "H", "H", "H", "H", "H", "H", "H", "H"],
  "positions_angstrom": [[0.26, 0.24, -0.17], [4.58, -2.69, 5.69], [5.27, -1.71, 4.75], [5.20, -2.34, 3.08], [3.82, -2.37, 2.67], [5.99, -3.54, 3.03], [6.04, -1.11, 2.10], [5.27, 0.18, 1.85], [4.25, 0.08, 0.81], [2.91, 0.17, 1.00], [2.26, 0.02, -0.14], [3.19, -0.17, -1.11], [4.43, -0.12, -0.54], [5.69, -0.18, -1.21], [6.70, 0.00, -0.53], [5.67, -0.34, -2.41], [2.25, 0.42, 2.30], [4.59, -2.28, 6.70], [5.09, -3.64, 5.70], [3.54, -2.85, 5.39], [6.32, -1.59, 4.99], [4.78, -0.74, 4.75], [6.29, -1.62, 1.17], [6.98, -0.89, 2.60], [5.98, 0.96, 1.56], [4.75, 0.52, 2.75], [2.95, -0.32, -2.15], [2.46, -0.39, 2.99], [1.18, 0.49, 2.15], [2.58, 1.37, 2.73], [-2.24, 0.61, -1.91], [-3.12, 0.47, -0.80], [-2.57, 0.36, 0.48], [-1.33, 0.39, 0.48], [-2.86, 0.55, -2.80], [-1.49, -0.18, -1.94], [-1.72, 1.58, -1.90], [-0.44, 4.65, 1.43], [0.04, 4.31, -0.22], [0.93, 2.77, -0.37], [0.70, 5.09, -0.57], [-0.85, 4.23, -0.84], [-2.52, -3.60, -5.94], [-1.64, -4.36, -4.95], [-2.11, -4.25, -3.50], [-2.06, -2.82, -2.98], [-2.47, -2.75, -1.59], [-1.65, -2.67, -0.52], [0.20, -2.69, -0.59], [-2.41, -2.62, 0.59], [-1.93, -2.47, 1.96], [-2.18, -3.70, 2.82], [-1.36, -4.94, 2.45], [-1.84, -5.68, 1.21], [-3.75, -2.63, 0.23], [-4.91, -2.52, 0.98], [-6.11, -2.54, 0.29], [-6.15, -2.65, -1.11], [-4.99, -2.74, -1.86], [-3.79, -2.72, -1.16], [-2.22, -3.81, -6.97], [-2.46, -2.52, -5.80], [-3.56, -3.90, -5.83], [-0.61, -4.00, -5.02], [-1.61, -5.41, -5.22], [-1.48, -4.86, -2.86], [-3.13, -4.64, -3.42], [-2.71, -2.15, -3.55], [-1.04, -2.44, -3.03], [-2.43, -1.58, 2.35], [-0.87, -2.26, 1.88], [-3.24, -3.96, 2.82], [-1.94, -3.41, 3.84], [-1.39, -5.63, 3.30], [-0.31, -4.65, 2.33], [-2.92, -5.79, 1.21], [-1.40, -6.67, 1.16], [-1.56, -5.16, 0.29], [-4.88, -2.40, 2.05], [-7.03, -2.45, 0.84], [-7.10, -2.66, -1.61], [-5.02, -2.81, -2.94]],
  "orbital_gap_ev": 5.8,
  "e_tot_ha": -5467.44300
}

=====

Question: Which formula does entry 2 have?
Answer: C26H40Cl2LiN5O6SSe

=====

Question: What is the formula in the second record?
Answer: C26H40Cl2LiN5O6SSe